{
  "formula": "C7H9N2O",
  "method": "ωB97M-V with the def2-TZVPD basis set",
  "symbols": ["C", "C", "C", "C", "C", "C", "C", "N", "N", "O", "H", "H", "H", "H", "H", "H", "H", "H", "H"],
  "positions_angstrom": [[-1.52, -2.04, -1.65], [-1.02, 0.05, -0.47], [-0.26, -2.51, -1.39], [0.09, -0.37, 0.17], [-1.98, -0.76, -1.23], [1.21, 1.61, 1.06], [1.10, 0.08, 1.15], [-3.13, -0.22, -1.40], [0.50, -2.14, -0.39], [1.70, -2.48, -0.17], [-2.07, -2.52, -2.40], [-1.47, 0.97, -0.32], [0.01, -3.56, -1.54], [1.85, 2.00, 0.22], [1.87, 1.87, 1.91], [0.19, 2.07, 1.04], [0.76, -0.22, 2.23], [2.09, -0.41, 0.82], [-3.34, 0.68, -0.94]],
  "lowdin_spin": [0.209, 0.070, 0.078, 0.238, 0.165, 0.018, 0.052, 0.379, 0.349, 0.374, 0.013, 0.000, 0.004, 0.001, 0.006, 0.001, 0.027, 0.001, 0.016],
  "multiplicity": 3,
  "e_homo_ev": [-0.02, -4.26],
  "charge": -1
}


{
  "formula": "C7H9N2OP",
  "method": "ωB97M-V with the def2-TZVPD basis set",
  "symbols": ["C", "C", "C", "C", "C", "C", "C", "N", "N", "O", "P", "H", "H", "H", "H", "H", "H", "H", "H", "H"],
  "positions_angstrom": [[-1.68, 0.61, -0.55], [-1.83, 0.51, 0.79], [-2.19, -1.35, -0.07], [2.06, -0.94, 0.20], [2.05, -0.56, -1.09], [1.49, 0.01, 1.24], [1.41, 0.75, -1.39], [-1.80, -0.64, -1.11], [-2.12, -0.77, 1.10], [0.43, 2.70, 0.72], [1.06, 1.39, 0.37], [-1.33, 1.45, -1.06], [-1.87, 1.21, 1.51], [2.61, -1.79, 0.53], [2.39, -1.36, -1.71], [-2.54, -2.46, -0.04], [1.23, -0.01, 2.27], [2.10, 1.57, -1.72], [0.52, 0.82, -1.98], [-1.99, -1.14, 2.00]],
  "nbo_charge": [-0.116, -0.103, 0.192, -0.165, -0.258, -0.839, -0.754, -0.460, -0.521, -1.018, 1.782, 0.208, 0.214, 0.216, 0.229, 0.186, 0.251, 0.257, 0.273, 0.424],
  "e_homo_ev": -7.99,
  "charge": 0,
  "de_lowest_ev": 2.001
}


Number 1 is which compound?
C7H9N2O


Number 1 is which compound?
C7H9N2O


Please write out number 1 again, unchanged.
{
  "formula": "C7H9N2O",
  "method": "ωB97M-V with the def2-TZVPD basis set",
  "symbols": ["C", "C", "C", "C", "C", "C", "C", "N", "N", "O", "H", "H", "H", "H", "H", "H", "H", "H", "H"],
  "positions_angstrom": [[-1.52, -2.04, -1.65], [-1.02, 0.05, -0.47], [-0.26, -2.51, -1.39], [0.09, -0.37, 0.17], [-1.98, -0.76, -1.23], [1.21, 1.61, 1.06], [1.10, 0.08, 1.15], [-3.13, -0.22, -1.40], [0.50, -2.14, -0.39], [1.70, -2.48, -0.17], [-2.07, -2.52, -2.40], [-1.47, 0.97, -0.32], [0.01, -3.56, -1.54], [1.85, 2.00, 0.22], [1.87, 1.87, 1.91], [0.19, 2.07, 1.04], [0.76, -0.22, 2.23], [2.09, -0.41, 0.82], [-3.34, 0.68, -0.94]],
  "lowdin_spin": [0.209, 0.070, 0.078, 0.238, 0.165, 0.018, 0.052, 0.379, 0.349, 0.374, 0.013, 0.000, 0.004, 0.001, 0.006, 0.001, 0.027, 0.001, 0.016],
  "multiplicity": 3,
  "e_homo_ev": [-0.02, -4.26],
  "charge": -1
}